{
  "formula": "C11H22N3",
  "method": "ωB97M-V with the def2-TZVPD basis set",
  "total_energy_ev": -16220.970,
  "e_homo_ev": [-10.37, -10.15],
  "total_charge": 1,
  "homo_lumo_gap_ev": [7.33, 7.16],
  "lumo_ev": [-3.03, -2.98],
  "max_force_ev_per_a": 6.0,
  "de_lowest_kcal_mol": 123.5,
  "elements": ["H", "C", "H", "C", "H", "C", "H", "H", "H", "C", "H", "H", "C", "H", "H", "C", "C", "C", "C", "H", "H", "H", "H", "H", "H", "C", "H", "N", "H", "N", "H", "H", "C", "N", "H", "H"],
  "positions_angstrom": [[1.540, 2.506, -0.398], [0.512, 2.081, -0.292], [0.974, -1.811, -1.783], [-0.386, -1.386, 3.261], [2.515, 0.041, 1.862], [-0.099, 0.924, 2.649], [-0.197, -1.199, 4.245], [1.535, 1.691, -3.222], [-0.163, -2.373, 3.053], [-1.247, -1.714, -2.069], [-0.918, 1.181, 2.022], [2.060, -0.083, 3.641], [-1.032, 0.593, -1.418], [0.532, 1.298, 0.576], [-1.976, -0.058, -3.062], [0.065, 0.023, -3.358], [0.903, 0.999, -2.518], [0.408, -0.452, 2.334], [0.406, -1.084, 0.966], [1.798, 0.539, -1.925], [0.472, -0.922, -3.705], [-2.310, -2.012, -1.707], [-1.976, 0.695, -0.961], [0.669, 1.722, 2.491], [-0.089, 2.900, -0.018], [-0.005, -1.945, -1.165], [2.293, -1.568, 2.863], [0.009, 1.553, -1.533], [-0.415, 0.864, 3.726], [-1.107, -0.289, -2.504], [-0.099, -2.903, -0.553], [-1.158, -2.521, -2.909], [1.947, -0.520, 2.756], [-0.009, -0.931, -0.163], [-0.538, 0.332, -4.272], [-1.440, -1.024, 3.112]],
  "lowdin_charge": [0.117, -0.050, 0.151, -0.041, 0.133, -0.082, 0.057, 0.162, 0.064, -0.093, 0.068, 0.025, -0.111, 0.069, 0.206, -0.070, -0.146, -0.570, 0.009, 0.147, 0.125, 0.166, 0.136, 0.097, 0.078, -0.163, 0.095, -0.155, 0.115, -0.128, 0.154, 0.161, -0.022, 0.015, 0.163, 0.117]
}